Record 1
This record from the OMol25 dataset describes a structure of composition C3H12N4O. The level of theory is ωB97M-V/def2-TZVPD.

The calculation puts the energy above the lowest of the compared OMol25 structures with the same formula, charge and spin at 2.917 eV. Its molar mass is 120.16 g mol⁻¹. The calculation puts the electronic energy at -11311.492 eV. The HOMO energy comes out at -0.270 Ha. Its lowest unoccupied orbital energy is 0.033 hartree. As for the orbital gap: 8.25 eV.

Element x y z (Å)
O1 0.96 -0.12 -1.38
N1 -1.69 0.75 0.09
N2 0.98 1.26 0.46
N3 2.51 -0.61 0.39
N4 0.11 -0.97 0.57
C1 0.30 -1.93 1.36
C2 1.23 -0.03 0.03
C3 -2.27 0.82 -1.26
H1 -2.59 1.83 -1.53
H2 -0.55 -2.43 1.83
H3 -1.51 0.48 -1.97
H4 1.13 0.78 -1.68
H5 1.42 1.42 1.36
H6 -2.36 0.99 0.81
H7 -3.13 0.15 -1.34
H8 -0.99 -0.30 0.34
H9 1.31 -2.27 1.61
H10 3.20 0.13 0.38
H11 -0.81 1.34 0.21
H12 2.78 -1.30 -0.30

Record 2
This record from the OMol25 dataset describes an isolated molecule of C4H4ClF in a non-equilibrium geometry. The level of theory is ωB97M-V/def2-TZVPD.

The calculation puts the energy above the lowest of the compared OMol25 structures with the same formula, charge and spin at 0.351 eV. Its molar mass is 106.53 g mol⁻¹. The calculation puts the electronic energy at -19451.106 eV. The HOMO energy comes out at -0.332 Ha. Its lowest unoccupied orbital energy is 0.028 hartree. As for the orbital gap: 9.81 eV.

Element x y z (Å)
Cl1 2.01 0.11 -0.04
F1 -1.61 -1.41 0.00
C1 -0.31 -1.21 0.05
C2 0.26 -0.01 0.04
C3 -1.90 1.33 -0.08
C4 -0.57 1.23 0.09
H1 -0.01 2.11 0.31
H2 -2.38 2.33 -0.04
H3 -2.47 0.43 -0.24
H4 0.21 -2.16 0.07

Record 3
This record from the OMol25 dataset describes a cluster of 2 separate species, CBrF6N3 in total in a non-equilibrium geometry. The level of theory is ωB97M-V/def2-TZVPD.

The calculation puts the energy above the lowest of the compared OMol25 structures with the same formula, charge and spin at 1.224 eV. Its molar mass is 247.92 g mol⁻¹. The calculation puts the electronic energy at -91839.527 eV. The HOMO energy (alpha / beta) comes out at -0.424 / -0.368 Ha. Its lowest unoccupied orbital energy (alpha / beta) is -0.096 / -0.139 hartree. As for the orbital gap (alpha / beta): 8.92 / 6.23 eV.

Element x y z (Å)
Br1 1.50 -3.29 2.22
F1 -1.30 0.53 1.81
F2 0.34 -1.77 -1.00
F3 -0.01 1.71 -2.08
F4 1.85 -0.17 -1.00
F5 -0.42 2.62 -0.06
F6 -1.58 -1.16 0.70
N1 0.29 1.63 -0.57
N2 -1.34 0.15 0.50
N3 0.79 -0.63 -0.34
C1 -0.11 0.38 -0.17

Record 4
This record from the OMol25 dataset describes the ion C4H12ClN2 with charge +1 in a non-equilibrium geometry. The level of theory is ωB97M-V/def2-TZVPD.

The calculation puts the energy above the lowest of the compared OMol25 structures with the same formula, charge and spin at 1.669 eV. Its molar mass is 123.61 g mol⁻¹. The calculation puts the electronic energy at -19836.299 eV. The HOMO energy comes out at -0.505 Ha. Its lowest unoccupied orbital energy is -0.116 hartree. As for the orbital gap: 10.61 eV. Its total charge is +1.

Element x y z (Å)
Cl1 2.23 -1.02 0.21
N1 1.39 0.50 0.31
N2 -0.63 -0.82 0.08
C1 -1.85 -0.94 -0.75
C2 2.26 1.55 -0.25
C3 0.12 0.42 -0.39
C4 -0.98 -0.50 1.44
H1 -1.33 0.52 1.52
H2 -0.64 1.22 -0.06
H3 -2.18 -1.94 -0.61
H4 -2.56 -0.21 -0.69
H5 2.57 1.42 -1.35
H6 1.75 2.62 -0.09
H7 -1.57 -0.92 -1.79
H8 -0.02 -1.73 -0.08
H9 3.21 1.43 0.19
H10 -0.20 -0.80 2.09
H11 -1.83 -1.12 1.71
H12 0.26 0.32 -1.48

Record 5
This record from the OMol25 dataset describes a structure of composition C7H9NO2Sn in a non-equilibrium geometry. The level of theory is ωB97M-V/def2-TZVPD.

The calculation puts the energy above the lowest of the compared OMol25 structures with the same formula, charge and spin at 1.282 eV. Its molar mass is 257.86 g mol⁻¹. The calculation puts the electronic energy at -18799.209 eV. The HOMO energy comes out at -0.616 Ha. Its lowest unoccupied orbital energy is -0.480 hartree. As for the orbital gap: 3.70 eV. Its total charge is +2.

Element x y z (Å)
Sn1 -2.28 0.18 -0.31
O1 0.70 2.89 0.66
O2 -0.96 1.85 -0.44
N1 -0.62 -0.37 0.92
C1 0.02 1.91 0.44
C2 0.96 -0.54 3.20
C3 0.20 -1.63 2.78
C4 -0.55 -1.52 1.62
C5 0.15 0.68 1.27
C6 -0.25 -0.04 -3.70
C7 0.94 0.63 2.42
H1 -1.12 -2.35 1.26
H2 1.50 1.54 2.70
H3 0.55 0.10 -5.73
H4 0.19 -2.53 3.36
H5 1.57 -0.56 4.11
H6 0.42 0.10 -2.84
H7 0.36 -0.13 -4.58
H8 -0.84 -1.01 -3.50
H9 -0.96 0.79 -3.64

Record 6
This record from the OMol25 dataset describes a structure of composition C32H41AgFN7O3SSi in a non-equilibrium geometry. The level of theory is ωB97M-V/def2-TZVPD.

The calculation puts the energy above the lowest of the compared OMol25 structures with the same formula, charge and spin at 0.000 eV. Its molar mass is 758.75 g mol⁻¹. The calculation puts the electronic energy at -75852.937 eV. The HOMO energy comes out at -0.209 Ha. Its lowest unoccupied orbital energy is -0.063 hartree. As for the orbital gap: 3.96 eV.

Element x y z (Å)
Ag1 0.35 -0.14 -2.85
S1 0.70 -2.33 -4.67
Si1 -0.16 3.38 -1.21
F1 2.22 0.63 3.11
O1 -3.24 -2.33 -2.24
O2 -1.98 -0.62 -3.05
O3 0.09 -1.29 -0.89
N1 -2.96 0.17 1.33
N2 2.41 0.99 -2.98
N3 -1.40 -3.67 -3.80
N4 1.18 2.56 7.19
N5 0.16 1.69 4.71
N6 0.67 2.24 -2.13
N7 0.48 -4.94 -4.34
C1 0.51 3.46 0.57
C2 1.07 -7.24 -4.45
C3 -1.96 2.85 -1.16
C4 1.96 2.20 -2.48
C5 -0.16 5.17 -1.78
C6 -1.13 -8.05 -3.00
C7 -2.51 -1.32 -2.15
C8 4.06 -0.54 -3.85
C9 0.87 -8.58 -4.19
C10 -0.61 -0.19 1.03
C11 -1.39 0.91 3.03
C12 2.90 3.28 -2.40
C13 0.16 -6.26 -4.00
C14 4.62 1.85 -3.29
C15 0.15 0.78 5.86
C16 3.68 0.83 -3.36
C17 4.20 3.09 -2.81
C18 1.30 2.60 4.76
C19 -0.08 1.04 3.46
C20 -4.33 2.17 1.91
C21 -0.94 -6.69 -3.25
C22 0.69 -0.06 1.47
C23 1.18 3.47 5.99
C24 -0.84 -0.84 -0.27
C25 -3.18 -0.36 0.08
C26 -1.68 0.29 1.80
C27 -0.15 -3.72 -4.23
C28 -0.25 -9.00 -3.47
C29 -2.21 -0.83 -0.74
C30 -4.12 0.67 2.07
C31 0.94 0.53 2.67
C32 0.03 1.58 7.14
H1 2.00 4.17 6.08
H2 -2.06 1.82 -1.53
H3 -0.41 -10.05 -3.27
H4 1.59 -9.30 -4.56
H5 1.29 3.23 3.87
H6 -4.47 2.42 0.85
H7 0.83 5.63 -1.73
H8 1.50 -0.43 0.84
H9 -0.70 0.11 5.79
H10 -2.16 1.36 3.64
H11 -1.99 -8.35 -2.42
H12 2.05 2.02 7.17
H13 -4.00 0.41 3.12
H14 2.26 2.08 4.78
H15 2.56 4.24 -2.04
H16 -5.21 2.50 2.46
H17 -4.99 0.13 1.72
H18 -0.28 3.75 1.29
H19 0.23 4.01 6.00
H20 -1.89 -4.48 -3.47
H21 -2.38 2.91 -0.14
H22 1.94 -6.92 -5.01
H23 4.91 3.91 -2.75
H24 -1.64 -6.01 -2.82
H25 -0.83 5.76 -1.15
H26 -3.46 2.74 2.26
H27 1.18 3.09 8.06
H28 -1.84 -2.78 -3.56
H29 4.65 -0.48 -4.77
H30 1.32 4.19 0.65
H31 -2.57 3.50 -1.81
H32 0.90 2.48 0.85
H33 1.06 0.16 5.90
H34 3.18 -1.14 -4.03
H35 1.38 -4.81 -4.78
H36 -0.88 2.18 7.13
H37 0.06 0.96 8.02
H38 -4.21 -0.35 -0.25
H39 4.68 -1.05 -3.10
H40 -0.51 5.24 -2.82
H41 5.64 1.68 -3.62

Record 7
This record from the OMol25 dataset describes a structure of composition C39H39BrF5N5O2ReSSe in a non-equilibrium geometry. The level of theory is ωB97M-V/def2-TZVPD.

The calculation puts the energy above the lowest of the compared OMol25 structures with the same formula, charge and spin at 0.195 eV. Its molar mass is 1081.90 g mol⁻¹. The calculation puts the electronic energy at -214561.202 eV. The HOMO energy (alpha / beta) comes out at -0.252 / -0.261 Ha. Its lowest unoccupied orbital energy (alpha / beta) is -0.026 / -0.031 hartree. As for the expectation value of S²: 0.769. As for the orbital gap (alpha / beta): 6.16 / 6.26 eV. As for the spin multiplicity: 2.

Element x y z (Å)
Re1 0.66 0.11 -0.68
Br1 -7.56 -0.12 0.85
Se1 -1.28 -1.16 0.43
S1 -2.02 0.85 2.96
F1 -1.00 -6.34 1.04
F2 -1.61 -4.83 -3.38
F3 -1.01 -3.82 1.92
F4 -1.25 -6.88 -1.62
F5 -1.80 -2.32 -2.50
O1 -2.65 2.15 3.36
O2 0.43 1.61 0.71
N1 2.28 -0.30 -0.28
N2 0.72 -1.03 -2.39
N3 -3.50 5.39 -0.17
N4 -4.68 5.09 -0.44
N5 -0.97 1.36 -1.48
C1 -1.46 -4.57 -2.07
C2 3.62 -0.66 -0.16
C3 -2.78 1.97 -2.89
C4 -6.62 1.47 0.44
C5 -7.10 2.32 -0.54
C6 0.84 -2.43 -4.57
C7 2.12 -2.44 1.98
C8 -0.75 0.49 4.19
C9 5.92 -0.18 -0.63
C10 -1.50 -3.27 -1.60
C11 0.77 -1.64 -3.35
C12 2.99 -2.97 0.84
C13 -5.47 1.78 1.15
C14 -1.72 1.13 -2.54
C15 -1.17 -4.03 0.60
C16 -1.26 2.43 -0.68
C17 -5.23 3.79 -0.14
C18 0.30 1.60 4.19
C19 -3.08 3.05 -2.11
C20 -1.50 4.67 0.87
C21 3.65 2.47 0.29
C22 -2.32 3.31 -0.95
C23 4.61 0.27 -0.55
C24 3.96 -1.96 0.28
C25 3.67 1.96 -2.20
C26 5.29 -2.34 0.18
C27 -1.16 -5.34 0.17
C28 -3.18 -0.47 3.43
C29 -3.97 -0.15 4.69
C30 4.36 1.73 -0.85
C31 2.14 -3.61 -0.26
C32 -0.49 3.75 1.18
C33 -2.47 4.43 -0.08
C34 -0.41 2.58 0.45
C35 -1.28 -5.62 -1.18
C36 6.26 -1.49 -0.30
C37 -1.31 -2.95 -0.27
C38 -6.41 3.49 -0.81
C39 -4.76 2.93 0.86
H1 1.41 -2.91 -0.65
H2 1.61 -4.48 0.13
H3 -2.58 -1.38 3.51
H4 -3.40 -0.38 5.59
H5 0.81 1.64 3.23
H6 -1.23 0.39 5.16
H7 5.57 -3.35 0.49
H8 -6.77 4.19 -1.56
H9 0.20 3.93 1.99
H10 -0.32 -0.47 3.89
H11 2.73 -1.91 2.72
H12 -3.36 1.75 -3.78
H13 -3.89 3.71 -2.40
H14 -8.00 2.08 -1.08
H15 3.61 3.03 -2.42
H16 2.77 -3.95 -1.09
H17 -5.12 1.13 1.94
H18 -1.47 0.26 -3.13
H19 3.64 3.54 0.08
H20 1.64 -3.28 2.49
H21 2.65 1.56 -2.19
H22 4.18 2.31 1.23
H23 0.13 -3.26 -4.52
H24 1.85 -2.83 -4.68
H25 -4.22 0.91 4.71
H26 6.69 0.51 -0.96
H27 2.63 2.14 0.42
H28 1.34 -1.77 1.63
H29 0.61 -1.80 -5.43
H30 5.36 2.18 -0.93
H31 -4.89 -0.73 4.71
H32 -0.18 2.56 4.36
H33 3.62 -3.76 1.26
H34 -3.89 3.16 1.46
H35 4.21 1.47 -3.01
H36 -3.83 -0.59 2.56
H37 7.29 -1.82 -0.39
H38 1.03 1.42 4.98
H39 -1.60 5.58 1.45